A cluster of 2 separate species, C12H17N in total in a non-equilibrium geometry, computed with the ωB97M-V functional and the def2-TZVPD basis.

Geometry as XYZ:
```
30
C12H17N, DFT the ωB97M-V functional and the def2-TZVPD basis
C 0.110 -1.140 -2.633
C 1.297 -0.502 0.918
C 0.349 -1.113 0.060
C 0.776 -0.868 -1.326
C 2.001 -0.278 -1.217
C 1.010 -0.422 2.294
C -0.111 -1.164 2.711
C -0.891 -1.560 0.537
C -1.067 -1.792 1.945
N 2.357 -0.143 0.103
H 3.198 0.346 0.344
H 1.697 0.004 3.004
H 2.703 0.040 -1.976
H -0.206 -1.196 3.804
H -1.703 -1.708 -0.165
H -0.336 -2.121 -2.497
H 0.623 -0.939 -3.557
H -1.940 -2.346 2.227
H -0.717 -0.438 -2.598
C -0.930 2.291 -0.654
C -1.784 3.345 0.093
C -1.830 1.566 -1.629
H -0.170 2.874 -1.224
H -0.359 1.603 0.009
H -2.674 2.870 0.549
H -1.328 1.320 -2.554
H -2.235 0.701 -1.074
H -2.765 2.061 -1.838
H -1.201 3.882 0.844
H -2.267 3.973 -0.638
```

Its expectation value of S² is 0.762. Its HOMO-LUMO gap (spin up / spin down) is 3.046 / 6.519 eV. The electronic energy comes out at -14208.0686 eV. Its energy above the lowest of the compared OMol25 structures with the same formula, charge and spin is 22.3 kcal per mole. As for the spin multiplicity: 2. As for the LUMO energy (spin up / spin down): 3.75 / 3.62 eV. The net charge is -1.



A cluster of 2 separate species, C6H10N in total in a non-equilibrium geometry, computed with the ωB97M-V functional and the def2-TZVPD basis.

Geometry as XYZ:
```
17
C6H10N, DFT the ωB97M-V functional and the def2-TZVPD basis
C -1.931 -0.363 0.596
C -1.509 0.256 1.541
C 0.829 0.092 -1.758
C -0.826 0.988 2.584
C 0.956 0.958 -2.860
C 0.750 -1.794 -0.149
N 0.756 -0.807 -1.086
H -2.373 -0.953 -0.035
H -1.046 0.593 3.494
H -1.137 1.960 2.432
H 0.281 0.857 2.303
H 1.921 1.028 -3.247
H 0.571 1.909 -2.546
H 0.372 0.433 -3.687
H -0.334 -2.144 0.041
H 1.218 -1.395 0.736
H 1.498 -2.532 -0.437
```

Its HOMO-LUMO gap is 9.649 eV. The electronic energy comes out at -7863.5422 eV. Its energy above the lowest of the compared OMol25 structures with the same formula, charge and spin is 64.7 kcal per mole. As for the spin multiplicity: 1. As for the LUMO energy: -3.76 eV. The net charge is +1.



A structure of composition C11H25BiClIN3O2P in a non-equilibrium geometry, computed with the ωB97M-V functional and the def2-TZVPD basis.

Geometry as XYZ:
```
45
C11H25BiClIN3O2P, DFT the ωB97M-V functional and the def2-TZVPD basis
C -1.060 -2.445 -1.908
C 0.157 -1.730 -1.630
H -0.750 -3.462 -2.179
H -1.631 -1.992 -2.731
H -1.737 -2.471 -1.042
O 1.309 -2.125 -1.667
I -0.121 3.183 -0.226
Bi -0.166 0.423 -0.946
P 0.030 1.177 -3.404
C 1.699 1.612 -3.825
C -0.532 -0.063 -4.536
H -1.931 2.544 -3.039
H -1.195 2.708 -4.675
H -0.445 3.505 -3.241
C -0.992 2.625 -3.597
H -1.578 -0.338 -4.343
H -0.457 0.378 -5.543
H 1.675 1.969 -4.869
H 2.371 0.746 -3.757
H 0.092 -0.966 -4.488
H 2.071 2.410 -3.171
C 1.896 0.547 -0.875
O 3.127 0.665 -0.766
Cl -2.547 0.278 -1.224
C -2.567 -0.845 2.870
N -1.128 -0.727 3.334
C -1.038 -0.898 4.799
C -0.076 -0.390 2.536
N -0.387 -0.237 1.223
N 1.189 -0.169 2.923
C 1.879 -0.343 4.228
C 2.263 0.302 1.966
H -3.282 -1.063 3.688
H -2.669 -1.671 2.159
H -2.894 0.100 2.431
H -0.459 -1.802 5.024
H -0.636 0.015 5.244
H -2.008 -1.059 5.301
H -1.375 -0.447 0.984
H 2.740 -1.024 4.139
H 2.252 0.620 4.614
H 1.260 -0.786 5.014
H 2.435 -0.498 1.243
H 1.962 1.261 1.529
H 3.254 0.482 2.432
```

Its HOMO-LUMO gap is 6.382 eV. The electronic energy comes out at -56110.1573 eV. Its energy above the lowest of the compared OMol25 structures with the same formula, charge and spin is 0.0 kcal per mole. As for the spin multiplicity: 1. As for the LUMO energy: -8.78 eV. The net charge is +2.



A structure of composition C13H15N3NiO7S, computed with the ωB97M-V functional and the def2-TZVPD basis.

Geometry as XYZ:
```
40
C13H15N3NiO7S, DFT the ωB97M-V functional and the def2-TZVPD basis
Ni 0.513 0.394 0.077
N -1.583 0.091 -0.417
C -2.251 1.384 -0.532
C -1.261 2.486 -0.962
O -1.708 3.466 -1.593
N -0.033 2.218 -0.585
C 1.085 2.923 -1.150
C 2.120 1.898 -1.680
O 3.029 2.303 -2.408
O 1.956 0.685 -1.297
H -1.453 -0.394 -1.297
H -2.037 -0.546 0.225
H -2.646 1.645 0.453
H -3.090 1.394 -1.237
H 1.602 3.528 -0.395
H 0.790 3.599 -1.958
C -1.088 3.199 7.780
C -0.475 2.523 6.582
C 0.350 1.418 6.726
C 0.932 0.808 5.620
C 0.688 1.303 4.352
C -0.137 2.412 4.189
C -0.711 3.012 5.295
S 1.382 0.528 2.889
O 1.771 1.661 2.077
O 2.429 -0.335 3.417
N 0.228 -0.196 2.120
C 0.086 -1.627 2.270
C 0.096 -2.360 0.904
O -0.300 -3.535 0.905
O 0.502 -1.701 -0.098
H -1.074 2.544 8.652
H -2.124 3.480 7.585
H -0.548 4.112 8.045
H 0.543 1.025 7.719
H 1.586 -0.047 5.727
H -0.308 2.788 3.188
H -1.353 3.876 5.161
H -0.850 -1.892 2.778
H 0.907 -2.052 2.856
```

Its expectation value of S² is 2.004. Its HOMO-LUMO gap (spin up / spin down) is 6.160 / 6.118 eV. The electronic energy comes out at -84409.3618 eV. Its energy above the lowest of the compared OMol25 structures with the same formula, charge and spin is 7.9 kcal per mole. As for the spin multiplicity: 3. As for the LUMO energy (spin up / spin down): 4.20 / 4.20 eV. The net charge is -2.



A structure of composition C4H5LiO3Pd in a non-equilibrium geometry, computed with the ωB97M-V functional and the def2-TZVPD basis.

Geometry as XYZ:
```
14
C4H5LiO3Pd, DFT the ωB97M-V functional and the def2-TZVPD basis
Li 0.388 1.949 0.905
O 1.395 0.296 0.209
C 2.676 -0.321 0.032
H 2.683 -1.291 0.541
H 2.883 -0.444 -1.036
H 3.394 0.364 0.488
C -2.904 0.453 0.518
C -2.000 0.047 -0.380
O -0.683 0.579 -0.084
C 0.307 -0.306 -0.275
O 0.277 -1.377 -0.824
Pd -1.795 -1.177 -1.859
H -3.916 0.049 0.449
H -2.705 1.179 1.316
```

Its expectation value of S² is 2.002. Its HOMO-LUMO gap (spin up / spin down) is 2.924 / 8.223 eV. The electronic energy comes out at -14052.0760 eV. Its energy above the lowest of the compared OMol25 structures with the same formula, charge and spin is 0.0 kcal per mole. As for the spin multiplicity: 3. As for the LUMO energy (spin up / spin down): -0.55 / -1.06 eV.



A structure of composition C4H4FN in a non-equilibrium geometry, computed with the ωB97M-V functional and the def2-TZVPD basis.

Geometry as XYZ:
```
10
C4H4FN, DFT the ωB97M-V functional and the def2-TZVPD basis
C 1.273 1.567 -0.074
C 0.929 0.233 -0.098
C 2.426 -0.053 -0.036
C -0.178 -0.686 0.151
N 2.864 1.157 0.090
F 3.107 -1.283 0.034
H 0.777 2.585 -0.288
H -1.177 -0.120 -0.027
H -0.365 -1.220 1.108
H -0.043 -1.448 -0.718
```

Its expectation value of S² is 2.007. Its HOMO-LUMO gap (spin up / spin down) is 7.926 / 8.929 eV. The electronic energy comes out at -8414.2681 eV. Its energy above the lowest of the compared OMol25 structures with the same formula, charge and spin is 9.5 kcal per mole. As for the spin multiplicity: 3. As for the LUMO energy (spin up / spin down): 0.87 / -1.78 eV.